# 1
Density functional theory data (the ωB97M-V functional and the def2-TZVPD basis) for the molecule HN3O.

Values from the calculation:
net charge	0
ΔE to the lowest compared entry with this formula, charge and spin	4.716	eV
SMILES string	[H]/N=N/N=O

Last column: Löwdin charge in e.
Positions of all 5 atoms, in Å:
H: 1.73467 0.35513 -1.83790  0.067
N: 0.82663 0.40466 -2.13994  0.170
N: 0.16791 1.27576 -1.74170  -0.108
N: -0.59023 1.88338 -1.14324  0.061
O: -1.15673 3.24788 -0.87402  -0.189

=====

# 2
Density functional theory data (the ωB97M-V functional and the def2-TZVPD basis) for a 2-piece molecular cluster, HN3O2 overall.

Values from the calculation:
net charge	0
ΔE to the lowest compared entry with this formula, charge and spin	0.040	eV
SMILES string	O=NO.N#N

Last column: Löwdin charge in e.
Positions of all 6 atoms, in Å:
O: 0.93714 1.49804 -0.72659  0.058
N: 0.18121 0.63036 -0.76577  -0.087
O: -1.23147 1.14392 -0.64213  -0.065
H: -1.73828 0.34557 -0.74310  0.048
N: 0.96517 -2.22147 1.79149  0.032
N: 0.88623 -1.39643 1.08610  0.014

=====

# 3
Density functional theory data (the ωB97M-V functional and the def2-TZVPD basis) for the molecule HN3O3S.

Values from the calculation:
net charge	0
ΔE to the lowest compared entry with this formula, charge and spin	0.083	eV
SMILES string	O=NSN[N+](=O)[O-]

Last column: Löwdin charge in e.
Positions of all 8 atoms, in Å:
O: -3.08156 -0.91081 -0.52618  -0.097
N: -1.89014 -0.68161 -0.54068  -0.445
S: -0.96372 -0.57506 0.81149  0.982
N: 0.60993 -0.33916 0.18619  -0.262
N: 1.28738 0.95988 0.10180  -0.479
O: 2.41049 0.85900 -0.23005  0.123
O: 0.57291 1.87709 0.33034  0.087
H: 1.05471 -1.18933 -0.13292  0.092

=====

# 4
Density functional theory data (the ωB97M-V functional and the def2-TZVPD basis) for the molecule HN3O3S.

Values from the calculation:
net charge	0
ΔE to the lowest compared entry with this formula, charge and spin	0.099	eV
SMILES string	O=NSN[N+](=O)[O-]

Last column: Löwdin charge in e.
Positions of all 8 atoms, in Å:
O: 0.91339 1.42081 -2.74533  -0.077
N: 0.43639 1.12458 -1.70805  -0.416
S: 1.25622 0.13445 -0.61818  0.928
N: 0.13541 0.18611 0.67471  -0.289
N: -0.84446 -0.95785 0.89108  -0.495
O: -1.45395 -0.82031 1.89632  0.099
O: -0.99522 -1.66016 -0.01041  0.109
H: 0.55221 0.57237 1.61987  0.142